Formula: C45H99N9O54
Source: the OMol25 dataset
Level of theory: wB97M-V/def2-TZVPD

The geometry in XYZ format:
```
207
C45H99N9O54, DFT wB97M-V/def2-TZVPD
C 24.42844 12.51845 1.65933
O 25.05725 12.42562 2.89693
C 25.05511 11.21937 3.54257
O 25.02403 10.08267 3.05597
O 25.30460 11.50318 4.85448
C 25.85083 10.52243 5.76829
H 25.06604 12.26353 0.81283
H 24.06952 13.54005 1.53431
H 23.48562 11.97168 1.67450
H 25.12536 9.76309 6.06016
H 26.24898 11.07230 6.62105
H 26.81493 10.16346 5.40805
C 32.25006 9.93850 2.90287
O 33.63491 9.68514 3.08488
C 34.42887 10.58318 3.76188
O 34.13459 11.76562 4.00797
O 35.70105 10.11442 3.70823
C 36.78760 10.93161 4.12878
H 31.94712 10.89820 2.48419
H 31.65655 9.79116 3.80517
H 31.83097 9.22260 2.19579
H 36.86405 11.92160 3.67914
H 37.73913 10.51699 3.79592
H 36.80299 11.13448 5.19962
C 31.01426 4.68260 8.09460
O 31.80232 4.22693 6.97832
C 32.33391 3.03182 6.93489
O 32.42736 2.24074 7.82361
O 32.90328 2.87758 5.73474
C 33.83194 1.79922 5.51131
H 30.69455 3.91646 8.80093
H 30.02521 5.08035 7.86727
H 31.56568 5.33139 8.77514
H 34.41781 1.98821 4.61178
H 33.27128 0.87463 5.37379
H 34.50124 1.62108 6.35297
C 34.70254 4.02011 -1.00184
O 33.73776 4.22653 0.08214
C 33.23576 5.33915 0.23122
O 33.65387 6.46538 -0.07362
O 32.04628 5.08092 0.88331
C 31.18074 6.14615 1.27616
H 34.52196 4.69270 -1.84035
H 34.68413 2.99077 -1.35991
H 35.71040 4.31466 -0.70933
H 30.76483 6.61347 0.38356
H 31.85561 6.84981 1.76351
H 30.47078 5.76869 2.01209
C 21.16424 0.60128 8.03227
O 21.32949 2.09277 8.02526
C 22.57990 2.53739 7.87399
O 23.64592 1.91048 7.95507
O 22.56669 3.85358 7.61019
C 23.73811 4.65102 7.36485
H 20.08867 0.44278 8.11055
H 21.65048 0.11228 8.87640
H 21.44847 0.06479 7.12701
H 24.21336 4.53296 6.39104
H 24.45804 4.50823 8.17072
H 23.42553 5.69463 7.40065
C 35.85172 12.55475 0.47712
O 35.19885 11.34429 -0.10554
C 33.91083 11.31776 -0.34841
O 33.05343 12.08965 0.06948
O 33.65093 10.01564 -0.64933
C 32.35575 9.51541 -0.79476
H 35.41622 13.49321 0.13401
H 36.93311 12.54552 0.34083
H 35.61540 12.61635 1.53942
H 32.25908 8.83477 0.05110
H 32.22930 8.86164 -1.65770
H 31.58387 10.28467 -0.77195
C 31.87674 11.93877 5.94404
O 30.59358 12.42313 6.51811
C 30.29858 12.49988 7.77671
O 31.02085 12.09514 8.65351
O 29.07873 12.98800 7.89856
C 28.70765 13.49231 9.18224
H 32.60431 11.71708 6.72480
H 32.31899 12.71619 5.32104
H 31.69899 10.97791 5.46105
H 29.47763 14.25172 9.31830
H 28.71679 12.75170 9.98193
H 27.74504 13.97583 9.01581
C 26.40438 -1.94821 3.03051
O 27.64446 -1.47005 3.45810
C 27.69682 -0.53052 4.37181
O 26.75618 -0.24911 5.14843
O 28.95598 -0.05217 4.38013
C 29.31791 1.02838 5.15524
H 26.38839 -2.96468 3.42377
H 26.26641 -2.05981 1.95505
H 25.51574 -1.61501 3.56660
H 30.03098 1.52075 4.49402
H 29.94286 0.69728 5.98464
H 28.47625 1.56154 5.59734
C 27.49079 13.64590 -2.65511
O 28.42263 12.52966 -2.73113
C 28.13813 11.35111 -2.17958
O 27.09208 11.04704 -1.63522
O 29.19012 10.51311 -2.39111
C 29.26339 9.11208 -2.06513
H 27.84272 14.49045 -3.24754
H 27.29269 14.06253 -1.66755
H 26.47706 13.38649 -2.96033
H 28.35482 8.56406 -2.31469
H 29.33242 8.99930 -0.98318
H 30.10165 8.56493 -2.49644
C 28.14447 11.05920 1.67414
O 29.51992 11.48910 1.75265
C 29.77847 12.77082 1.74162
O 28.90809 13.62568 1.70315
O 31.12142 12.95672 1.87554
C 31.71265 14.15485 2.07785
H 27.80000 10.66326 2.62948
H 28.06920 10.31274 0.88342
H 27.46505 11.84370 1.34087
H 31.19963 14.81573 2.77652
H 31.94725 14.66016 1.14098
H 32.64132 13.90054 2.58875
C 27.08729 0.77889 0.53554
O 27.81393 1.98824 0.24134
C 27.20700 3.24085 0.46931
O 26.02514 3.32959 0.83468
O 28.03928 4.18799 0.29404
C 27.57533 5.55272 0.26492
H 27.81962 0.05028 0.18779
H 26.17064 0.88911 -0.04385
H 26.72841 0.57327 1.54403
H 27.99647 6.17421 1.05517
H 26.49500 5.69206 0.30468
H 27.81336 6.11715 -0.63667
C 32.56967 9.07207 8.31854
O 33.29507 7.93033 7.86390
C 33.80607 7.16013 8.82041
O 33.74402 7.25056 10.05155
O 34.61096 6.36076 8.20924
C 35.07433 5.26217 9.01996
H 33.37961 9.70297 8.68469
H 31.80004 8.93617 9.07834
H 32.18865 9.53186 7.40667
H 35.94760 4.74805 8.61847
H 34.34152 4.53126 8.67810
H 35.14111 5.39457 10.09983
C 24.01343 7.53149 1.84558
N 22.60477 7.64049 2.28866
O 22.24999 6.70742 2.90594
O 21.85531 8.60187 2.05480
H 24.15208 8.40738 1.21179
H 24.18940 6.67857 1.19009
H 24.64178 7.59547 2.73394
C 29.07643 9.06139 9.96355
N 28.88231 8.97053 8.51540
O 28.40282 9.92734 7.97328
O 29.24013 7.94831 7.98654
H 29.75966 8.30907 10.35761
H 28.08695 8.99424 10.41581
H 29.42160 10.07743 10.15497
C 22.25625 8.79435 5.44001
N 22.04251 10.06967 6.19357
O 20.97977 10.68852 5.96025
O 22.95551 10.49570 6.96473
H 23.32508 8.86511 5.23826
H 21.69340 8.97209 4.52365
H 21.84833 8.05679 6.13118
C 25.62057 2.52204 3.78624
N 26.32787 3.81000 3.95194
O 25.63829 4.80016 4.29691
O 27.51540 3.89449 3.89050
H 25.06817 2.39722 2.85491
H 24.97140 2.46738 4.66014
H 26.43525 1.80210 3.86428
C 32.76662 6.77037 4.89137
N 34.04773 6.22316 4.45302
O 34.46913 5.30839 5.18244
O 34.57608 6.50713 3.39378
H 33.06689 7.57494 5.56263
H 32.13875 6.06320 5.43340
H 32.29765 7.29770 4.06066
C 27.58041 13.64629 4.69291
N 27.45718 15.10005 5.03397
O 26.38073 15.63893 4.65524
O 28.26236 15.65438 5.81825
H 28.61991 13.49631 4.40128
H 26.99932 13.61164 3.77137
H 27.31567 13.02468 5.54826
C 28.09157 7.25044 4.77294
N 28.93294 8.08786 4.00880
O 29.23743 9.12379 4.46384
O 29.21215 7.72557 2.83783
H 27.03714 7.44997 4.58198
H 28.44204 7.19282 5.80345
H 28.20069 6.22504 4.41977
C 26.57922 1.24811 8.74419
N 26.94351 2.57674 8.11584
O 27.55019 3.41539 8.86491
O 26.79972 2.72306 6.92894
H 27.31550 0.48696 8.48604
H 25.63039 0.90652 8.33053
H 26.66145 1.40894 9.81912
C 24.69422 7.40621 11.28389
N 24.96765 7.76280 9.88481
O 26.15496 7.64882 9.53559
O 24.07239 8.06521 9.13393
H 24.17244 6.45726 11.40772
H 24.00157 8.12862 11.71569
H 25.62678 7.42305 11.84793
```

Values from the calculation:
max |F| = 7.137 eV Å⁻¹
HOMO-LUMO gap = 0.3625 Ha
calculated total energy = -6328.75808 Ha